The following is a quantum chemistry calculation of an isolated molecule of C2H3FS3 in a non-equilibrium geometry, from OMol25.

```
9
Properties=species:S:1:pos:R:3:forces:R:3:nbo_charge:R:1
S -2.10983 -0.02513 0.46854 -0.02 0.19 -0.11 0.097
S -1.58462 1.02385 -2.31116 0.20 0.19 -0.25 0.180
S 0.85915 0.06302 -0.76921 -2.45 0.75 0.39 0.120
F 0.65953 1.47602 1.44708 -0.09 0.74 0.20 -0.356
C -1.20509 0.40961 -0.76985 2.43 -1.12 0.35 -0.464
C 1.02147 0.23538 1.02651 -0.02 -0.59 -0.45 -0.103
H 2.07171 0.08530 1.28536 -0.06 -0.23 -0.13 0.195
H 0.36642 -0.49145 1.51594 0.14 0.05 -0.04 0.194
H -2.91472 0.97217 -2.16299 -0.12 0.00 0.05 0.137
```
Positions in Å, forces in eV/Å.

- Energy above the lowest of the compared OMol25 structures with the same formula, charge and spin: 8.1 kcal per mole
- HOMO: -0.336 hartree
- SMILES: FCSC(=S)S
- Max |F|: 2.7 eV Å⁻¹
- Frontier orbital gap: 8.6 eV
- Total energy: -1372.38715 a.u.

***

The following is a quantum chemistry calculation of a structure of composition C2H3GaO2 in a non-equilibrium geometry, from OMol25.

```
8
Properties=species:S:1:pos:R:3:forces:R:3:nbo_charge:R:1
Ga 2.05451 0.51085 -0.23499 1.12 0.12 -0.01 1.656
O 1.18758 -1.14988 -0.36350 -2.84 0.39 0.29 -0.656
O 0.20241 1.21837 0.20703 -1.36 -1.98 -0.86 -0.753
C -0.70521 0.16348 0.01017 -0.46 3.07 3.29 0.252
C -0.13202 -1.03097 -0.23417 3.53 -3.09 -2.56 0.309
H -1.60386 0.12974 0.65703 -0.15 0.74 -0.99 0.298
H -0.77277 -1.86960 -0.53565 0.37 -0.25 0.54 0.295
H -0.23063 2.02801 0.49408 -0.21 0.99 0.31 0.600
```
Positions in Å, forces in eV/Å.

- Energy above the lowest of the compared OMol25 structures with the same formula, charge and spin: 5.2 kcal per mole
- HOMO (alpha / beta): -0.800 / -0.793 hartree
- Max |F|: 5.3 eV Å⁻¹
- Frontier orbital gap (alpha / beta): 7.7 / 7.8 eV
- Total energy: -2152.41381 a.u.
- Net charge: +2

***

The following is a quantum chemistry calculation of a cluster of 2 separate species, C2H3IN2O in total in a non-equilibrium geometry, from OMol25.

```
9
Properties=species:S:1:pos:R:3:forces:R:3:nbo_charge:R:1
I 3.27783 -0.33190 0.40151 -0.12 -0.14 -0.28 0.022
O -2.03530 0.19966 1.70071 -1.18 -1.26 1.61 -0.510
N 0.73951 -1.22173 -0.70226 4.23 -0.46 -0.46 -0.778
N -1.42534 1.57669 -0.06137 -0.67 -0.42 -1.26 -0.779
C 1.15108 -0.40107 0.22672 -0.67 0.02 0.17 -0.014
C -1.81619 0.95861 0.87008 1.41 0.42 -0.32 0.866
H -1.07199 2.45332 -0.28769 0.38 1.27 -0.06 0.426
H 1.36451 -1.79862 -1.31109 -0.46 0.64 0.65 0.372
H -0.18411 -1.43497 -0.83662 -2.92 -0.08 -0.06 0.396
```
Positions in Å, forces in eV/Å.

- Energy above the lowest of the compared OMol25 structures with the same formula, charge and spin: 42.1 kcal per mole
- HOMO: -0.313 hartree
- Max |F|: 4.3 eV Å⁻¹
- Frontier orbital gap: 9.1 eV
- Total energy: -560.38342 a.u.

***

Look up the max |F| of the second one. 5.3 eV Å⁻¹